i.
ORCA calculation (wB97M-V/def2-TZVPD) on a molecular structure, C5H10O2.

Results
Kohn-Sham gap ... 10.00 eV

Last column: natural (NBO) charge in e.
Positions of all 17 atoms, in Å:
C -2.20837 -0.55879 0.32282  -0.734
C -1.77879 0.83242 -0.04656  0.453
O -1.03713 1.51475 0.62304  -0.537
C 0.96220 -1.46238 -0.33705  0.122
C 1.79177 -0.48312 -0.69932  -0.349
C 1.85282 -0.12429 0.76270  -0.085
O 0.93720 -1.24102 1.02487  -0.512
H -3.24163 -0.52981 0.69141  0.239
H -2.19887 -1.20524 -0.56209  0.224
H -1.54502 -0.95277 1.09564  0.253
H -2.20163 1.23404 -0.99228  0.104
H 0.63859 2.40938 -0.68685  0.023
H 0.38707 -2.27161 -0.77560  0.194
H 2.22924 -0.10739 -1.61114  0.225
H 1.21954 2.42166 -1.15307  -0.029
H 1.38910 0.81642 1.06781  0.217
H 2.80391 -0.29225 1.27567  0.192

ii.
ORCA calculation (wB97M-V/def2-TZVPD) on a single C5H10O2 molecule.

Results
Kohn-Sham gap ... 10.58 eV
SMILES string ... CO[C@H]1CO[C@H]1C

Last column: natural (NBO) charge in e.
Positions of all 17 atoms, in Å:
C -0.95475 0.92037 1.88122  -0.248
O -1.02933 0.13264 0.71981  -0.528
C -0.30206 0.63265 -0.36260  0.060
C 1.22461 0.78968 -0.25623  -0.099
O 1.40806 0.03418 -1.45972  -0.527
C 0.04344 -0.43827 -1.40802  0.092
C -0.03733 -1.85774 -0.88187  -0.634
H 0.06630 0.93831 2.28996  0.166
H -1.27431 1.95633 1.69692  0.166
H -1.62126 0.46289 2.61698  0.197
H -0.78136 1.52822 -0.79007  0.172
H 1.64281 0.27763 0.62125  0.170
H 1.64888 1.79656 -0.32915  0.183
H -0.44343 -0.33209 -2.38444  0.179
H -1.06843 -2.11710 -0.62509  0.223
H 0.34227 -2.56512 -1.62472  0.216
H 0.56385 -1.95091 0.02755  0.213

iii.
ORCA calculation (wB97M-V/def2-TZVPD) on a molecular structure, C5H10O2.

Results
Kohn-Sham gap ... 8.13 eV

Last column: natural (NBO) charge in e.
Positions of all 17 atoms, in Å:
C -2.34941 -0.81453 -0.52813  -0.617
C -1.72280 0.57724 -0.47156  -0.512
C -0.53140 0.80435 0.41138  -0.240
O 0.67692 -0.32145 -0.31185  -0.591
C 1.82770 0.49837 -0.42655  -0.195
C 2.95158 -0.12727 0.32561  0.416
O 2.77144 -1.10900 1.01198  -0.537
H -3.25360 -0.83384 -1.14692  0.205
H -1.64046 -1.53675 -0.94930  0.197
H -2.61789 -1.15466 0.47940  0.199
H -1.53007 0.94550 -1.48977  0.196
H -2.44370 1.29250 -0.04111  0.231
H -0.67313 0.19270 1.32671  0.107
H 0.90670 -1.03378 0.32870  0.524
H 1.61443 1.48915 0.01803  0.270
H 2.05980 0.64663 -1.48249  0.216
H 3.93022 0.37548 0.25277  0.133

iv.
ORCA calculation (wB97M-V/def2-TZVPD) on 2 unconnected molecules or ions with the total composition C5H10O2.

Results
Kohn-Sham gap ... 10.38 eV
SMILES string ... C=CCC.O=CO

Last column: natural (NBO) charge in e.
Positions of all 17 atoms, in Å:
C -2.05220 -0.72845 -0.49827  -0.604
C -1.14725 0.48780 -0.70797  -0.450
C -0.16841 0.77642 0.40345  -0.150
O 1.09782 -1.50433 0.00644  -0.689
C 0.92281 1.52389 0.26343  -0.439
C 2.15394 -0.73108 -0.30895  0.663
O 3.08237 -0.51863 0.42324  -0.587
H -2.81777 -0.76870 -1.28144  0.211
H -1.48434 -1.66440 -0.52720  0.213
H -2.57460 -0.67429 0.46505  0.201
H -0.60622 0.38977 -1.66032  0.204
H -1.77215 1.38371 -0.80546  0.217
H -0.40339 0.35259 1.38326  0.190
H 1.18617 -1.70144 0.95346  0.491
H 1.60591 1.70619 1.08666  0.214
H 1.19926 1.94075 -0.70537  0.191
H 2.05826 -0.36481 -1.33974  0.124

Most stable structure: iv

i.
ORCA calculation (wB97M-V/def2-TZVPD) on a single C5H10O2 molecule.

Results
Kohn-Sham gap ... 10.62 eV
SMILES string ... C[C@H]1OCC[C@H]1O

Last column: natural (NBO) charge in e.
Positions of all 17 atoms, in Å:
C 0.21567 0.10425 -2.12418  -0.623
C -0.35410 -0.29631 -0.78106  0.073
O 0.54616 -1.22204 -0.14882  -0.540
C 0.59124 -0.96460 1.24776  -0.069
C -0.61497 -0.07187 1.52543  -0.457
C -0.55111 0.80487 0.27112  0.071
O 0.52648 1.71963 0.32764  -0.709
H 0.48333 -0.79875 -2.68200  0.221
H 1.10727 0.72295 -1.99827  0.220
H -0.52374 0.66196 -2.70874  0.211
H -1.32870 -0.79058 -0.93197  0.167
H 1.52338 -0.42010 1.51193  0.142
H 0.61942 -1.91178 1.79102  0.197
H -1.54427 -0.65393 1.50849  0.213
H -0.55421 0.47989 2.46632  0.225
H -1.45061 1.40196 0.09801  0.194
H 1.30878 1.23446 0.62732  0.464

ii.
ORCA calculation (wB97M-V/def2-TZVPD) on a single C5H10O2 molecule.

Results
Kohn-Sham gap ... 10.96 eV
SMILES string ... CC[C@@H](O)CC=O

Last column: natural (NBO) charge in e.
Positions of all 17 atoms, in Å:
C -2.26172 -0.65003 -0.53848  -0.611
C -1.12781 0.36135 -0.67589  -0.407
C 0.02288 0.02602 0.26481  0.118
O 0.36236 -1.32910 0.01704  -0.730
C 1.24582 0.97304 0.05828  -0.546
C 2.50880 0.15740 -0.07592  0.461
O 2.97314 -0.42740 0.87935  -0.547
H -3.06374 -0.46770 -1.26123  0.209
H -1.85864 -1.65239 -0.70093  0.229
H -2.69036 -0.62465 0.47082  0.201
H -0.73996 0.35857 -1.70259  0.200
H -1.46834 1.38464 -0.46980  0.204
H -0.33212 0.14383 1.30216  0.164
H 1.00334 -1.60016 0.68766  0.484
H 1.37280 1.58904 0.95237  0.238
H 1.09406 1.63748 -0.79907  0.214
H 2.96569 0.06992 -1.08429  0.120

iii.
ORCA calculation (wB97M-V/def2-TZVPD) on a molecular structure, C5H10O2.

Results
Kohn-Sham gap ... 10.45 eV

Last column: natural (NBO) charge in e.
Positions of all 17 atoms, in Å:
C 1.48671 -1.14815 -0.36671  -0.266
C -0.53300 0.03171 -0.28207  0.504
C -1.22378 0.65123 -1.44155  -0.437
C 0.04867 1.13917 -0.95927  -0.491
C -0.53527 -0.20504 2.21963  -0.376
H 1.79579 -0.38702 0.40110  0.182
H 1.84003 -0.87641 -1.41770  0.188
H 1.99806 -2.16801 0.03153  0.197
H -2.10730 1.09756 -1.30167  0.221
H -0.89023 0.30690 -2.44925  0.217
H -0.08065 2.15195 -0.65650  0.233
H 0.78145 1.31655 -1.92123  0.223
H 0.33245 0.73397 2.64887  0.219
H -1.46913 -0.45672 3.14284  0.220
H -0.24274 -1.30524 1.65920  0.267
O 0.09131 -1.27324 -0.20815  -0.532
O -1.29236 0.39079 0.90094  -0.569

Most stable structure: i

i.
ORCA calculation (wB97M-V/def2-TZVPD) on a single C5H10O2 molecule.

Results
Kohn-Sham gap ... 10.64 eV
SMILES string ... C[C@@H]1[C@H](O)C[C@@H]1O

Last column: natural (NBO) charge in e.
Positions of all 17 atoms, in Å:
C 1.01030 0.73287 -1.16141  -0.609
C 0.81588 -0.00508 0.15714  -0.256
C -0.26736 0.59819 1.08068  0.108
O -0.51994 1.96606 0.87370  -0.712
C -1.28062 -0.42953 0.53535  -0.457
C -0.09168 -1.25951 0.03886  0.106
O -0.28864 -1.82109 -1.23601  -0.708
H 1.46082 0.07077 -1.90863  0.200
H 1.67386 1.59223 -1.03079  0.220
H 0.06546 1.09959 -1.56991  0.221
H 1.78612 -0.17495 0.63748  0.201
H -0.02907 0.39900 2.13614  0.159
H -1.30601 2.19784 1.38408  0.470
H -1.99350 -0.89260 1.22411  0.208
H -1.81267 -0.01281 -0.32526  0.224
H 0.19855 -2.03100 0.76750  0.159
H 0.57850 -2.02998 -1.60302  0.467

ii.
ORCA calculation (wB97M-V/def2-TZVPD) on 2 unconnected molecules or ions with the total composition C5H10O2.

Results
Kohn-Sham gap ... 8.67 eV
SMILES string ... C=C(O)/C=C/C.O

Last column: natural (NBO) charge in e.
Positions of all 17 atoms, in Å:
C -2.10983 0.38276 1.39488  -0.667
C 2.14185 0.14140 -1.10027  -0.541
C 1.29493 -0.20603 -0.10015  0.317
O 1.32295 -1.51436 0.29944  -0.689
C 0.32589 0.63173 0.61659  -0.327
C -0.66604 -0.07495 1.25520  -0.093
H -2.13223 1.39812 0.89396  0.206
H -2.27096 0.56482 2.45489  0.225
H -2.86548 -0.24991 0.94526  0.238
H 2.94450 -0.54801 -1.36733  0.196
H 2.03476 1.02609 -1.69719  0.201
H 1.82243 -1.98480 -0.37417  0.487
H 0.30361 1.70799 0.69410  0.232
H -0.44780 -1.05826 1.65987  0.216
H -0.88863 -0.15940 -1.16091  0.468
H -0.18026 0.36461 -2.36431  0.462
O -0.62969 -0.42180 -2.04988  -0.933

Most stable structure: i